1.
2 unconnected molecules or ions with the total composition C4H14NOS in a non-equilibrium geometry. Source: the Open Molecules 2025 dataset; level of theory: ωB97M-V/def2-TZVPD.

Output
- HOMO-LUMO gap (spin up / spin down): 11.0 / 6.1 eV
- HOMO level (spin up / spin down): -18.62 / -18.62 eV
- 2S+1: 2
- Total charge: +2
- ΔE to the lowest compared entry with this formula, charge and spin: 45.5 kcal per mole

```
21
C4H14NOS (ωB97M-V/def2-TZVPD)
C -1.563 1.278 0.540
C -0.552 0.388 -0.138
C -0.511 -1.120 0.274
C -0.719 -2.345 -0.899
S -0.546 -1.693 -2.708
N 0.772 1.043 -0.032
H -1.252 1.212 1.633
H -1.585 2.301 0.209
H -2.650 0.919 0.480
H -0.662 0.321 -1.179
H -1.443 -1.230 0.734
H 0.158 -1.537 0.998
H 0.142 -3.176 -0.829
H -1.815 -2.844 -0.918
H -1.896 -1.560 -3.095
H 1.337 1.080 0.833
H 1.449 0.443 -0.748
H 0.765 1.975 -0.551
H 3.667 1.124 2.401
H 3.660 2.117 1.426
O 3.246 1.306 1.571
```

Atom charges from the Löwdin analysis, given in e for atoms 1 to 8: C -0.017; C -0.406; C -0.091; C -0.317; S 1.061; N 0.181; H 0.132; H 0.090


2.
2 unconnected molecules or ions with the total composition C4H14NOSi in a non-equilibrium geometry. Source: the Open Molecules 2025 dataset; level of theory: ωB97M-V/def2-TZVPD.

Output
- HOMO-LUMO gap (spin up / spin down): 3.7 / 6.8 eV
- HOMO level (spin up / spin down): -7.83 / -13.52 eV
- 2S+1: 3
- Total charge: +1
- ΔE to the lowest compared entry with this formula, charge and spin: 0.0 kcal per mole

```
21
C4H14NOSi (ωB97M-V/def2-TZVPD)
C 1.059 -0.674 1.718
C 1.404 1.936 -0.195
C 1.880 -1.017 -1.445
C -2.502 -0.724 -0.154
N -3.631 0.300 0.101
O -1.313 0.059 -0.426
Si 1.396 0.060 0.021
H 1.944 -1.139 2.148
H 0.708 0.085 2.414
H 0.281 -1.434 1.645
H 0.395 2.309 -0.351
H 1.796 2.436 0.689
H 2.007 2.252 -1.045
H 2.926 -1.315 -1.386
H 1.286 -1.931 -1.467
H 1.742 -0.503 -2.395
H -2.794 -1.228 -1.090
H -4.483 -0.248 0.232
H -3.400 0.788 0.971
H -3.789 1.001 -0.644
H -1.347 0.466 -1.303
```

Atom charges from the Löwdin analysis, given in e for atoms 1 to 8: C -0.243; C -0.246; C -0.247; C 0.044; N 0.197; O -0.100; Si 0.700; H 0.021


3.
3 unconnected molecules or ions with the total composition C4H14O2S2 in a non-equilibrium geometry. Source: the Open Molecules 2025 dataset; level of theory: ωB97M-V/def2-TZVPD.

Output
- HOMO-LUMO gap (spin up / spin down): 5.8 / 6.0 eV
- HOMO level (spin up / spin down): -2.47 / -2.67 eV
- 2S+1: 2
- Total charge: -1
- ΔE to the lowest compared entry with this formula, charge and spin: 36.1 kcal per mole

```
22
C4H14O2S2 (ωB97M-V/def2-TZVPD)
C -1.278 0.882 -3.073
C -0.698 -0.510 -2.823
S 0.848 -0.299 -1.872
S 1.312 0.801 0.098
C 1.339 2.129 1.524
C 0.150 1.972 2.428
H -1.997 0.785 -3.910
H -1.787 1.296 -2.187
H -0.506 1.548 -3.422
H -1.340 -1.101 -2.158
H -0.526 -0.984 -3.802
H 1.372 3.027 0.908
H 2.311 1.882 1.966
H 0.053 1.087 3.046
H 0.030 2.908 3.015
H -0.787 1.944 1.842
H 2.321 -2.391 1.299
H 3.651 -3.111 0.887
O 2.757 -3.240 1.224
H -1.760 -2.686 2.070
H -3.023 -2.677 1.218
O -2.443 -3.264 1.721
```

Atom charges from the Löwdin analysis, given in e for atoms 1 to 8: C -0.239; C -0.688; S 0.239; S 0.185; C -0.633; C -0.254; H 0.051; H 0.064


4.
4 unconnected molecules or ions with the total composition C4H14O3 in a non-equilibrium geometry. Source: the Open Molecules 2025 dataset; level of theory: ωB97M-V/def2-TZVPD.

Output
- HOMO-LUMO gap: 9.3 eV
- HOMO level: -8.88 eV
- SMILES: C/C=C/C.O.O.O
- ΔE to the lowest compared entry with this formula, charge and spin: 59.6 kcal per mole

```
21
C4H14O3 (ωB97M-V/def2-TZVPD)
C -0.313 -1.415 -2.057
C 0.168 -0.336 -1.134
C 0.542 0.902 -1.506
C 1.259 2.032 -0.770
H -0.950 -0.908 -2.803
H -1.027 -1.884 -1.511
H 0.145 -2.257 -2.746
H 0.243 -0.655 -0.065
H 0.510 0.989 -2.565
H 2.199 1.721 -0.312
H 0.760 2.564 0.164
H 1.382 2.739 -1.653
H -1.478 1.384 0.891
H -3.055 1.055 0.619
O -2.388 1.593 1.056
H -0.760 -1.957 3.548
H -1.420 -2.833 2.589
O -0.656 -2.243 2.662
H 2.365 -0.090 1.543
H 1.013 -0.536 2.255
O 1.459 0.133 1.795
```

Atom charges from the Löwdin analysis, given in e for atoms 1 to 8: C -0.127; C -0.185; C -0.177; C -0.116; H 0.070; H 0.009; H 0.119; H 0.086